# 1
Here is C3H9N as an isolated structure at a distorted geometry from the OMol25 dataset. Energies are from the ωB97M-V functional and the def2-TZVPD basis.

Last column: Löwdin charge in e.
Geometry (Å):
C: -1.19 -2.23 0.48  -0.080
N: 0.64 -0.23 -0.45  -0.156
C: 1.66 0.57 -0.68  -0.053
C: -0.07 0.65 0.28  0.080
H: -0.45 -2.70 -0.20  0.024
H: -1.24 -1.23 0.05  -0.038
H: -2.20 -2.65 0.66  0.027
H: 1.59 1.23 -1.55  0.089
H: -0.82 -2.25 1.49  0.005
H: 2.55 0.68 -0.10  0.077
H: -3.46 6.29 0.54  0.000
H: -3.22 6.82 0.96  0.000
H: 0.31 1.47 0.86  0.026

Output
Energy above the lowest of the compared OMol25 structures with the same formula, charge and spin in eV: 6.719
LUMO level in eV: -0.28


# 2
Here is C30H27N12O2PtSSe as an isolated structure at a distorted geometry from the OMol25 dataset. Energies are from the ωB97M-V functional and the def2-TZVPD basis.

Last column: Mulliken spin population.
Geometry (Å):
Pt: -13.90 12.31 7.58  1.410
O: -20.51 13.89 10.62  0.000
N: -19.66 13.04 10.93  0.001
O: -19.90 12.04 11.66  0.000
C: -18.33 13.33 10.43  -0.002
C: -18.08 14.65 10.05  0.004
C: -16.88 14.96 9.40  0.008
C: -16.55 16.25 8.87  -0.005
C: -15.49 16.33 7.98  0.008
C: -14.59 15.27 7.79  -0.005
N: -14.88 14.03 8.24  0.099
C: -15.98 13.88 9.04  0.010
C: -16.30 12.54 9.39  -0.023
N: -15.52 11.62 8.73  0.152
C: -15.86 10.31 8.91  -0.022
C: -17.04 9.94 9.58  0.011
C: -17.85 10.83 10.21  -0.012
C: -17.50 12.19 10.12  0.009
H: -18.79 15.46 10.23  0.000
H: -17.16 17.12 9.07  0.000
H: -15.41 17.24 7.42  0.001
H: -13.76 15.34 7.10  0.000
H: -15.19 9.54 8.61  0.002
H: -17.19 8.85 9.70  0.001
H: -18.76 10.54 10.73  0.000
N: -12.92 13.57 10.38  -0.001
C: -12.28 12.39 10.20  -0.013
N: -11.35 11.98 11.10  0.007
C: -10.89 10.69 10.88  0.000
N: -9.84 10.40 11.68  0.002
N: -11.27 9.86 9.89  0.012
C: -12.08 10.42 8.98  -0.033
N: -12.66 11.61 9.14  0.110
C: -12.40 9.80 7.72  0.024
C: -11.72 8.69 7.17  0.011
C: -12.33 7.92 6.20  0.006
C: -13.56 8.38 5.68  0.006
C: -14.04 9.61 6.07  0.029
N: -13.39 10.39 6.99  0.108
H: -12.79 14.11 11.18  -0.001
H: -13.70 13.81 9.74  0.002
H: -9.85 11.01 12.52  0.000
H: -9.69 9.43 11.88  0.000
H: -10.87 8.34 7.74  0.002
H: -11.85 6.99 5.90  0.000
H: -14.18 7.75 5.05  -0.005
H: -14.91 10.07 5.64  -0.012
Se: -17.90 8.87 4.78  1.509
C: -18.35 7.23 3.94  0.201
C: -17.91 6.97 2.66  0.060
C: -18.28 5.81 1.95  0.014
C: -19.14 4.88 2.57  0.194
C: -19.49 5.12 3.92  0.011
C: -19.11 6.26 4.61  0.047
H: -17.24 7.77 2.26  -0.025
H: -17.86 5.63 0.97  0.003
H: -19.46 4.01 2.09  0.002
H: -20.08 4.43 4.47  0.002
H: -19.38 6.51 5.64  -0.021
C: -13.26 12.65 1.53  0.001
C: -13.07 13.80 2.59  0.001
C: -14.01 13.76 3.72  0.010
N: -13.61 13.68 4.97  -0.020
N: -14.55 13.16 5.79  0.091
C: -15.74 13.21 5.21  0.016
N: -16.86 13.12 5.99  -0.005
S: -15.74 13.58 3.55  0.007
H: -13.37 11.65 2.03  0.000
H: -12.36 12.65 0.87  0.000
H: -14.15 12.73 0.88  0.000
H: -13.09 14.76 2.11  0.000
H: -12.08 13.68 3.05  -0.001
H: -16.93 12.47 6.78  0.002
H: -17.79 13.49 5.70  -0.001

Output
Multiplicity: 5
Charge: +3
Energy above the lowest of the compared OMol25 structures with the same formula, charge and spin in eV: 0.000
LUMO level (spin up / spin down) in eV: -8.53 / -11.67


# 3
Here is C46H49NO3P3RuSTe4 as an isolated structure from the OMol25 dataset. Energies are from the ωB97M-V functional and the def2-TZVPD basis.

Last column: Mulliken spin population.
Geometry (Å):
Ru: 0.23 -0.71 1.79  2.114
Te: -0.44 -0.76 4.51  0.212
Te: 0.69 -3.10 5.91  0.561
Te: -0.36 -4.62 4.07  0.377
Te: -1.54 -2.58 2.66  0.270
C: 4.41 -1.72 4.22  0.032
C: 4.05 -2.21 2.81  0.017
C: 3.41 -3.59 2.93  0.023
C: 5.32 -2.35 1.97  0.001
P: 2.78 -1.03 2.07  0.118
C: 2.80 -1.61 0.31  0.022
C: 2.01 -2.74 0.05  -0.021
C: 2.03 -3.35 -1.20  0.006
C: 2.80 -2.83 -2.22  0.014
C: 3.55 -1.69 -1.99  -0.001
C: 3.56 -1.09 -0.74  0.017
C: 3.37 0.74 2.11  -0.029
C: 2.50 1.49 1.10  0.101
C: 3.03 1.31 3.50  0.013
C: 4.85 1.02 1.83  0.004
H: 4.96 -2.51 4.74  -0.008
H: 3.52 -1.49 4.82  -0.001
H: 5.04 -0.84 4.21  0.006
H: 4.10 -4.25 3.46  -0.009
H: 3.21 -4.04 1.96  0.005
H: 2.48 -3.56 3.50  0.021
H: 5.97 -3.08 2.46  -0.001
H: 5.88 -1.42 1.89  0.001
H: 5.11 -2.72 0.97  0.000
H: 1.39 -3.15 0.84  -0.046
H: 1.43 -4.24 -1.37  -0.001
H: 2.82 -3.31 -3.19  0.001
H: 4.16 -1.27 -2.78  0.000
H: 4.18 -0.22 -0.58  0.001
H: 1.43 1.30 1.25  -0.011
H: 2.75 1.25 0.06  -0.002
H: 2.62 2.56 1.25  -0.002
H: 1.97 1.21 3.73  0.003
H: 3.27 2.37 3.51  0.001
H: 3.61 0.84 4.30  -0.004
H: 5.21 0.63 0.88  -0.001
H: 5.50 0.63 2.62  0.000
H: 4.99 2.11 1.81  0.001
O: -3.39 -0.22 2.63  -0.008
C: -2.80 0.80 2.88  0.001
N: -1.41 0.87 3.01  0.049
S: -0.90 2.40 3.49  -0.022
O: -0.48 2.32 4.87  0.008
O: 0.00 2.95 2.53  0.007
C: -2.50 3.11 3.37  -0.001
C: -2.83 4.44 3.53  0.000
C: -4.18 4.77 3.38  0.000
C: -5.13 3.79 3.09  0.001
C: -4.76 2.46 2.93  -0.001
C: -3.42 2.14 3.07  0.001
H: -2.09 5.20 3.76  0.000
H: -4.49 5.80 3.50  0.000
H: -6.17 4.08 2.98  0.000
H: -5.48 1.69 2.70  0.000
C: -0.15 -0.66 -1.95  -0.049
P: -1.01 -0.42 -0.37  0.078
C: -1.56 1.33 -0.46  -0.019
C: -0.51 2.24 -0.67  0.029
C: -0.74 3.60 -0.73  0.003
C: -2.03 4.09 -0.58  0.002
C: -3.07 3.21 -0.37  0.000
C: -2.84 1.84 -0.31  -0.001
C: -2.33 -1.67 -0.48  -0.017
C: -3.71 -1.52 -0.35  0.008
C: -4.55 -2.63 -0.42  0.004
C: -4.03 -3.90 -0.62  0.001
C: -2.65 -4.06 -0.74  -0.010
C: -1.82 -2.96 -0.66  0.153
P: -1.23 -1.09 -3.39  0.002
C: -0.04 -0.76 -4.76  0.002
C: 1.34 -0.79 -4.60  -0.001
C: 2.19 -0.61 -5.68  0.000
C: 1.67 -0.38 -6.95  0.000
C: 0.29 -0.34 -7.12  0.000
C: -0.55 -0.53 -6.04  0.000
C: -2.33 0.37 -3.50  0.002
C: -1.87 1.67 -3.71  0.001
C: -2.76 2.72 -3.80  0.000
C: -4.13 2.48 -3.68  0.000
C: -4.60 1.19 -3.48  0.000
C: -3.69 0.14 -3.40  0.000
H: 0.56 -1.48 -1.83  0.042
H: 0.44 0.25 -2.13  0.009
H: 0.50 1.88 -0.77  -0.009
H: 0.09 4.27 -0.88  0.000
H: -2.21 5.16 -0.63  0.000
H: -4.08 3.58 -0.25  0.000
H: -3.68 1.19 -0.14  0.000
H: -4.16 -0.56 -0.20  0.003
H: -5.61 -2.49 -0.32  0.000
H: -4.68 -4.75 -0.68  0.001
H: -2.23 -5.05 -0.91  -0.003
H: -0.74 -3.11 -0.75  -0.072
H: 1.78 -0.97 -3.63  0.001
H: 3.27 -0.64 -5.54  0.000
H: 2.33 -0.22 -7.79  0.000
H: -0.12 -0.16 -8.10  0.000
H: -1.62 -0.49 -6.19  0.000
H: -0.81 1.86 -3.82  -0.001
H: -2.40 3.73 -3.96  0.000
H: -4.83 3.30 -3.76  0.000
H: -5.66 1.00 -3.41  0.000
H: -4.05 -0.87 -3.24  0.000

Output
Multiplicity: 5
Charge: +1
Energy above the lowest of the compared OMol25 structures with the same formula, charge and spin in eV: 0.075
LUMO level (spin up / spin down) in eV: -3.91 / -5.19


# 4
Here is C2H2N2O4 as an isolated structure at a distorted geometry from the OMol25 dataset. Energies are from the ωB97M-V functional and the def2-TZVPD basis.

Last column: Löwdin charge in e.
Geometry (Å):
C: 1.14 -0.13 -0.13  -0.421
C: -1.18 -0.29 0.04  -0.358
H: -0.93 2.56 0.42  0.265
H: 1.31 -1.98 0.19  0.136
N: -0.11 0.62 0.57  0.073
N: 0.72 -1.39 -0.26  0.128
O: -0.18 1.90 -0.28  -0.120
O: 2.23 0.30 -0.24  0.185
O: -0.59 -1.49 0.08  0.068
O: -2.42 -0.10 -0.39  0.044

Output
Energy above the lowest of the compared OMol25 structures with the same formula, charge and spin in eV: 4.441
LUMO level in eV: -0.12


# 5
Here is a 2-piece molecular cluster, C2H9N2 overall at a distorted geometry from the OMol25 dataset. Energies are from the ωB97M-V functional and the def2-TZVPD basis.

Last column: Mulliken spin population.
Geometry (Å):
C: -0.31 4.17 1.70  0.461
H: 0.62 4.82 1.93  0.158
H: -0.56 3.42 0.93  0.110
H: -1.00 5.02 1.49  0.140
H: -0.43 3.58 2.65  0.130
N: 0.37 -0.57 -0.59  0.000
C: 0.07 -1.73 -1.14  0.000
N: -0.12 -2.82 -0.43  0.000
H: 0.77 -0.30 0.30  0.000
H: 0.29 0.20 -1.25  0.000
H: 0.02 -1.76 -2.22  0.000
H: -0.72 -3.55 -0.76  0.000
H: 0.30 -2.91 0.50  0.000

Output
Multiplicity: 2
Charge: +2
Energy above the lowest of the compared OMol25 structures with the same formula, charge and spin in eV: 2.032
LUMO level (spin up / spin down) in eV: -7.08 / -15.29


# 6
Here is C20H20AsCl2N2O5S5Sc as an isolated structure at a distorted geometry from the OMol25 dataset. Energies are from the ωB97M-V functional and the def2-TZVPD basis.

Last column: Löwdin charge in e.
Geometry (Å):
Sc: -2.06 -0.31 -1.48  0.394
Cl: -4.63 0.10 5.28  0.616
C: -3.84 0.34 3.75  -0.686
C: -3.94 1.59 3.13  -0.103
C: -3.37 1.78 1.90  0.013
C: -2.70 0.74 1.20  -0.319
O: -2.24 0.93 0.02  -0.127
C: -2.59 -0.52 1.89  -0.157
C: -1.92 -1.61 1.26  -0.196
O: -1.44 -1.60 0.11  -0.107
C: -3.15 -0.69 3.17  -0.058
H: -4.47 2.39 3.63  0.100
H: -3.42 2.74 1.41  0.122
H: -1.85 -2.54 1.84  0.144
H: -3.03 -1.64 3.67  0.116
S: -0.23 2.86 -2.48  -0.097
As: -0.76 1.13 -3.59  -0.528
S: 0.11 -0.69 -2.61  0.175
S: -2.94 0.82 -3.51  0.027
S: 0.02 1.42 -5.52  -0.231
C: 3.70 2.03 1.53  -0.119
C: 2.86 2.42 0.32  -0.223
C: 1.43 1.86 0.40  -0.240
N: 1.43 0.46 0.05  0.026
C: 1.17 -0.54 0.88  -0.850
S: 0.77 -0.38 2.48  0.658
N: 1.25 -1.84 0.39  0.080
C: 1.98 -2.38 -0.65  -0.479
O: 1.76 -3.51 -1.01  0.089
C: 3.14 -1.57 -1.13  -0.175
C: 3.38 -1.37 -2.49  -0.042
C: 4.51 -0.67 -2.89  -0.066
C: 5.41 -0.21 -1.94  -0.097
C: 5.20 -0.45 -0.60  -0.098
C: 4.06 -1.13 -0.19  -0.047
H: 4.73 2.38 1.41  0.060
H: 3.70 0.95 1.66  0.041
H: 3.29 2.48 2.43  0.067
H: 3.32 2.04 -0.60  0.103
H: 2.80 3.51 0.24  0.105
H: 0.80 2.39 -0.33  -0.004
H: 1.02 1.97 1.40  0.079
H: 1.46 0.25 -0.95  0.045
H: 0.63 -2.50 0.84  0.125
H: 2.67 -1.73 -3.22  0.090
H: 4.67 -0.48 -3.94  0.105
H: 6.29 0.33 -2.26  0.094
H: 5.91 -0.12 0.14  0.098
H: 3.88 -1.32 0.86  0.116
Cl: -7.42 -1.86 -0.25  0.548
C: -5.98 -1.00 -0.78  -0.504
C: -4.78 -1.97 -0.98  -0.689
O: -4.91 -3.17 -0.82  0.024
O: -3.73 -1.34 -1.32  -0.164
H: -5.74 -0.25 -0.03  0.070
H: -6.21 -0.51 -1.73  0.079

Output
Charge: -2
Energy above the lowest of the compared OMol25 structures with the same formula, charge and spin in eV: 0.958
LUMO level in eV: 3.84


# 7
Here is a 2-piece molecular cluster, C3H9NO3 overall at a distorted geometry from the OMol25 dataset. Energies are from the ωB97M-V functional and the def2-TZVPD basis.

Last column: Löwdin charge in e.
Geometry (Å):
N: 0.00 0.00 0.00  -0.030
C: -0.08 1.43 0.04  -0.254
C: -0.19 1.97 1.56  -0.058
C: 0.89 1.49 2.52  -0.523
O: 1.30 2.01 3.58  0.051
O: 1.60 0.46 2.08  0.083
H: -0.91 -0.43 0.20  0.108
H: 0.25 -0.29 -0.95  0.104
H: 0.75 1.86 -0.55  0.127
H: -1.03 1.76 -0.42  0.109
H: -1.18 1.63 1.91  0.124
H: -0.16 3.07 1.63  0.127
H: 1.17 0.08 1.27  0.061
O: 0.68 -0.30 5.46  -0.091
H: 0.46 0.16 4.62  0.008
H: 1.65 -0.47 5.40  0.052

Output
Energy above the lowest of the compared OMol25 structures with the same formula, charge and spin in eV: 0.948
LUMO level in eV: 0.38
SMILES: NCCC(=O)O.O


# 8
Here is the molecule C4H5NO from the OMol25 dataset. Energies are from the ωB97M-V functional and the def2-TZVPD basis.

Last column: Löwdin charge in e.
Geometry (Å):
O: -1.27 -1.01 0.47  -0.017
C: -0.55 -0.77 -0.67  -0.253
C: 0.84 -0.25 -0.23  -0.092
C: 0.28 0.73 0.88  -0.067
C: -1.07 0.51 0.25  -0.364
N: -1.35 0.81 -0.94  0.188
H: -0.70 -1.40 -1.55  0.153
H: 1.32 0.31 -1.03  0.118
H: 1.49 -1.05 0.13  0.113
H: 0.64 1.75 0.79  0.112
H: 0.36 0.36 1.90  0.109

Output
Energy above the lowest of the compared OMol25 structures with the same formula, charge and spin in eV: 4.918
LUMO level in eV: 0.56